ORCA calculation (ωB97M-V/def2-TZVPD) on a molecular structure, C46H39CaF5N6O8 at a distorted geometry.

The value obtained for the electronic energy is -3883.66971 hartree. For the gap between HOMO and LUMO, the calculation gives 0.257 Ha. As for the HOMO energy: -7.20 eV.

Last column: Mulliken charge in e.
Positions of all 105 atoms, in Å:
Ca: -0.20 0.55 0.02  1.772
O: 0.52 -1.00 4.04  -0.505
C: 0.20 -1.04 2.75  -0.080
O: -0.74 -0.46 2.26  -0.559
C: 1.08 -1.92 1.92  0.257
C: 2.15 -2.66 2.40  -0.283
C: 2.84 -3.45 1.49  -0.918
C: 2.45 -3.44 0.16  -0.253
C: 1.39 -2.63 -0.23  0.515
N: 0.72 -1.91 0.64  -0.036
C: 0.97 -2.45 -1.66  -0.267
O: 2.19 -3.77 -3.30  -0.585
O: -0.06 -1.48 -1.80  -0.859
H: -0.07 -0.35 4.45  0.431
H: 2.42 -2.61 3.44  0.584
H: 3.67 -4.05 1.81  0.461
H: 2.99 -4.05 -0.56  0.454
H: 2.92 -3.74 -2.68  0.377
C: 6.39 -1.22 -5.07  -1.146
O: 5.57 -1.11 -3.92  -0.180
C: 6.13 -1.44 -2.72  0.253
C: 7.45 -1.84 -2.55  -0.572
C: 7.91 -2.16 -1.27  -0.877
C: 7.05 -2.10 -0.19  -1.334
C: 5.73 -1.72 -0.37  0.438
C: 5.26 -1.37 -1.62  -0.005
N: 3.93 -1.01 -1.89  0.967
C: 3.08 -0.22 -1.11  -1.724
N: 3.66 0.42 -0.08  1.435
C: 3.09 1.06 1.07  -0.342
C: 1.73 1.30 1.25  0.340
C: 1.42 1.98 2.45  -0.803
C: 2.37 2.39 3.37  -1.251
C: 3.72 2.11 3.16  -0.449
C: 4.07 1.44 2.00  0.736
O: 5.37 1.11 1.68  -0.246
C: 6.40 1.59 2.52  -1.156
N: 1.82 -0.14 -1.39  0.875
C: 1.23 -1.09 -2.25  0.235
C: 0.96 -3.67 -2.57  0.350
C: -0.18 -3.62 -3.55  -1.406
C: -0.33 -2.65 -4.45  -0.872
C: 0.58 -1.53 -4.66  -0.303
C: 1.32 -0.91 -3.73  0.075
O: 2.27 0.03 -4.03  0.987
C: 2.64 0.18 -5.39  -1.522
H: 5.77 -0.94 -5.92  0.234
H: 6.74 -2.25 -5.21  0.416
H: 7.25 -0.55 -5.01  0.405
H: 8.12 -1.89 -3.39  0.480
H: 8.94 -2.46 -1.14  0.415
H: 7.41 -2.36 0.80  0.468
H: 5.06 -1.68 0.48  0.507
H: 3.71 -0.95 -2.87  0.132
H: 4.66 0.45 -0.09  0.662
H: 0.38 2.23 2.65  0.282
H: 2.07 2.92 4.27  0.470
H: 4.46 2.42 3.88  0.479
H: 7.34 1.28 2.07  0.253
H: 6.32 1.16 3.52  0.350
H: 6.37 2.68 2.60  0.426
H: 0.85 -4.56 -1.95  0.545
H: -0.93 -4.40 -3.48  0.354
H: -1.16 -2.72 -5.14  0.460
H: 0.67 -1.19 -5.68  0.537
H: 3.56 0.77 -5.38  0.226
H: 1.86 0.71 -5.94  0.224
H: 2.83 -0.79 -5.85  0.514
F: -2.96 1.06 2.46  -0.395
C: -2.69 2.28 1.90  -0.141
C: -1.94 2.37 0.74  -0.426
C: -1.86 3.67 0.29  0.281
F: -1.19 3.95 -0.88  -0.397
C: -2.40 4.79 0.90  -0.053
F: -2.25 6.02 0.38  -0.340
C: -3.10 4.62 2.07  0.899
F: -3.64 5.68 2.70  -0.324
C: -3.26 3.34 2.58  -0.097
F: -3.97 3.17 3.71  -0.341
C: 1.69 4.48 -4.78  -1.238
N: 1.14 3.17 -4.46  0.232
N: 1.02 2.80 -3.12  0.846
C: -0.07 1.98 -2.96  0.418
O: -0.35 1.45 -1.89  -0.729
C: -0.68 1.89 -4.26  -1.772
C: 0.05 2.65 -5.11  0.868
C: -0.19 2.98 -6.54  -1.718
C: 2.12 2.96 -2.23  0.095
C: 1.89 3.36 -0.92  -0.886
C: 2.97 3.49 -0.06  -0.825
C: 4.26 3.24 -0.50  -0.737
C: 4.48 2.84 -1.81  -0.990
C: 3.41 2.69 -2.68  0.600
H: 2.37 4.78 -3.99  0.447
H: 0.90 5.23 -4.87  0.342
H: 2.25 4.42 -5.71  0.375
H: -1.56 1.31 -4.48  0.478
H: -1.06 2.44 -6.90  0.397
H: 0.67 2.70 -7.16  0.306
H: -0.36 4.04 -6.68  0.398
H: 0.88 3.56 -0.58  0.437
H: 2.79 3.78 0.97  0.720
H: 5.10 3.34 0.18  0.580
H: 5.48 2.63 -2.16  0.411
H: 3.56 2.36 -3.70  0.432

---

ORCA calculation (ωB97M-V/def2-TZVPD) on a molecular structure, C46H39F15GeN7PdS2Si at a distorted geometry.

As for the spin multiplicity: 3. As for the charge: -1. The value obtained for the electronic energy is -6948.15161 hartree. For the gap between HOMO and LUMO (alpha / beta), the calculation gives 0.250 / 0.197 Ha. As for the HOMO energy (alpha / beta): -4.71 / -4.87 eV.

Last column: Mulliken spin population.
Positions of all 112 atoms, in Å:
Pd: 16.25 11.91 10.95  0.843
S: 18.59 11.91 11.51  0.187
C: 18.92 12.63 13.01  -0.021
N: 20.18 12.76 13.40  0.008
N: 20.26 13.40 14.70  0.006
C: 20.32 14.82 14.60  -0.001
C: 20.81 15.48 15.75  0.000
C: 20.85 16.86 15.85  0.000
C: 20.23 17.55 14.78  0.000
C: 19.90 16.92 13.59  0.000
C: 19.87 15.56 13.51  -0.001
N: 17.91 13.02 13.93  -0.004
N: 16.86 13.17 13.39  -0.002
C: 15.86 13.50 14.37  0.003
C: 16.22 14.15 15.53  0.003
C: 15.25 14.60 16.43  -0.001
C: 13.89 14.32 16.17  0.002
C: 13.54 13.73 15.01  -0.005
C: 14.49 13.29 14.10  -0.006
H: 21.16 13.10 14.96  0.000
H: 21.11 14.96 16.65  0.000
H: 21.26 17.34 16.74  0.000
H: 20.02 18.63 14.91  0.000
H: 19.32 17.52 12.83  0.000
H: 19.55 15.07 12.64  0.002
H: 17.29 14.39 15.74  0.000
H: 15.41 15.05 17.38  0.000
H: 13.14 14.66 16.83  0.000
H: 12.53 13.52 14.74  0.000
H: 14.22 12.92 13.17  0.009
C: 15.29 18.86 10.38  0.000
C: 16.04 17.90 11.31  0.001
N: 16.53 16.73 10.52  0.002
C: 17.82 16.92 9.86  0.001
C: 17.78 17.70 8.50  0.000
C: 16.06 15.46 10.71  -0.006
C: 14.62 15.38 11.22  0.002
N: 16.62 14.32 10.53  0.043
H: 14.66 19.51 10.94  0.000
H: 14.66 18.26 9.65  0.000
H: 16.05 19.49 9.87  0.000
H: 15.46 17.54 12.15  0.000
H: 16.99 18.31 11.76  0.000
H: 18.28 15.99 9.59  0.001
H: 18.54 17.37 10.56  0.000
H: 17.42 17.02 7.70  0.000
H: 18.77 18.01 8.18  0.000
H: 17.27 18.65 8.64  0.000
H: 14.63 15.19 12.29  0.002
H: 14.19 14.57 10.61  0.001
H: 14.17 16.31 11.08  0.000
H: 17.57 14.35 10.19  0.006
C: 16.28 11.11 8.16  -0.009
Si: 15.77 9.55 9.13  -0.014
C: 17.15 8.28 8.85  0.021
C: 14.26 8.70 8.31  0.012
N: 15.69 9.98 10.82  0.557
C: 15.41 9.18 11.86  -0.033
C: 15.06 7.82 11.68  0.161
C: 14.47 7.14 12.73  -0.078
C: 14.33 7.69 13.98  0.188
C: 14.88 8.98 14.17  -0.111
C: 15.34 9.73 13.14  0.071
H: 16.49 10.81 7.16  -0.002
H: 17.24 11.57 8.49  0.007
H: 15.54 11.91 8.18  0.000
H: 18.02 8.56 9.42  0.003
H: 17.40 8.31 7.75  -0.001
H: 16.81 7.25 9.07  -0.001
H: 13.50 9.39 8.03  0.000
H: 13.85 7.80 8.79  -0.001
H: 14.62 8.30 7.34  -0.001
H: 15.13 7.47 10.67  0.024
H: 14.03 6.14 12.51  -0.001
H: 13.92 7.19 14.79  0.011
H: 14.77 9.43 15.17  -0.002
H: 15.73 10.75 13.30  0.064
F: 9.99 10.13 8.18  0.000
C: 10.18 9.55 9.39  -0.003
C: 10.52 10.29 10.55  0.006
C: 10.72 9.59 11.71  -0.003
F: 11.00 10.22 12.87  -0.001
C: 10.61 8.22 11.82  0.001
F: 10.74 7.62 13.02  0.001
C: 10.22 7.49 10.65  0.001
F: 10.01 6.19 10.72  0.000
C: 10.06 8.16 9.48  0.000
F: 9.75 7.37 8.47  0.000
Ge: 11.19 12.14 10.48  0.044
S: 13.35 12.11 10.53  0.010
C: 10.21 13.24 11.89  0.003
C: 9.27 12.67 12.71  0.000
F: 8.70 11.49 12.39  0.000
C: 8.88 13.21 13.93  -0.001
F: 8.05 12.56 14.71  0.000
C: 9.39 14.44 14.35  0.001
F: 9.09 14.93 15.54  0.000
C: 10.31 15.08 13.52  0.000
F: 10.90 16.26 13.92  0.000
C: 10.69 14.48 12.35  -0.001
F: 11.66 15.10 11.69  0.000
C: 10.29 13.18 8.94  0.000
C: 10.91 14.27 8.39  -0.003
F: 12.17 14.66 8.65  0.000
C: 10.17 15.07 7.52  0.001
F: 10.78 16.10 6.88  0.000
C: 8.84 14.80 7.25  0.000
F: 8.16 15.53 6.38  0.000
C: 8.21 13.73 7.87  0.001
F: 6.89 13.58 7.68  0.000
C: 8.96 12.94 8.69  0.003
F: 8.34 11.93 9.37  0.000

---

Results for ΔE to the lowest compared entry with this formula, charge and spin: 3.000; 1.727 (in eV, following the order of the records).